[1]
This record from the OMol25 dataset describes C12H24N6O6Ru as an isolated structure in a non-equilibrium geometry. The level of theory is ωB97M-V/def2-TZVPD.

The geometry in XYZ format:
```
49
Properties=species:S:1:pos:R:3
O -1.14186 -0.80624 -3.31855
H -0.53853 -0.94122 -4.05544
Ru 0.39691 0.17190 -0.03644
N 1.64171 -1.34588 -0.74165
N -0.76701 -1.59769 -0.06589
N 0.71791 2.16834 0.08249
N -1.20501 1.04304 1.03223
O 2.89235 -1.17293 -0.84186
O 1.78063 2.81317 -0.56998
O -2.15771 0.34141 1.68624
O -1.97740 -1.76607 0.42809
C -0.21817 -2.72948 -0.58914
C 1.11571 -2.58920 -1.01698
C -0.13832 3.02171 0.66310
C -1.25253 2.37627 1.23620
C 1.88471 -3.68132 -1.69348
H 1.57024 -3.79428 -2.73934
H 1.72132 -4.65066 -1.21168
H 2.94887 -3.45372 -1.67125
C -1.02285 -3.98815 -0.60208
H -1.97081 -3.89272 -1.14726
H -1.26200 -4.32267 0.41576
H -0.45704 -4.79465 -1.07578
C 0.10961 4.47998 0.65234
C -2.33122 3.05504 2.01518
H 0.49347 4.83023 -0.30674
H 0.83109 4.76202 1.42822
H -0.81403 5.02690 0.86109
H -3.08793 2.35543 2.38103
H -2.83552 3.81180 1.40163
H -1.91428 3.58701 2.87842
H 2.04394 2.17533 -1.26994
H -2.14249 -0.62205 1.14339
C -2.44168 -0.43366 -3.65983
H -3.11828 -1.27545 -3.59864
H -2.64040 0.08732 -4.62169
H -2.66531 0.18099 -2.79029
O 0.49242 0.69773 -2.01939
H -0.13297 0.07647 -2.48858
H 0.09139 1.58816 -2.08336
N 2.73495 0.32597 3.27217
C 1.74833 -0.50315 3.77136
C 0.88041 -0.76116 2.76149
N 1.35560 -0.06182 1.67580
C 2.48224 0.58116 1.97729
H 3.53644 0.70228 3.74179
H 1.68594 -0.86729 4.77089
H -0.00762 -1.36148 2.66003
H 3.08477 1.15329 1.27906
```

Relative energy (zero: lowest compared OMol25 entry of this formula, charge and spin), eV: 0.0000
Total energy, eV: -36625.6425
Frontier orbital gap (alpha / beta), eV: 6.324 / 5.740
Spin multiplicity: 6
Net charge: +1

Formally, the Löwdin partial charges of the atoms, in units of the elementary charge, are as follows: number 1, O, carries -0.1266; number 2, H, carries 0.1186; number 3, Ru, carries 1.4187; number 4, N, carries -0.2579; number 5, N, carries -0.1735; number 6, N, carries -0.1808; number 7, N, carries -0.1331; number 8, O, carries -0.0393; number 9, O, carries -0.0234; number 10, O, carries -0.0545; number 11, O, carries -0.0900; number 12, C, carries -0.2869; number 13, C, carries -0.2498; number 14, C, carries -0.2850; number 15, C, carries -0.2400; number 16, C, carries -0.0167; number 17, H, carries 0.0950; number 18, H, carries 0.0867; number 19, H, carries 0.0766; number 20, C, carries -0.0178; number 21, H, carries 0.0914; number 22, H, carries 0.0955; number 23, H, carries 0.0749; number 24, C, carries -0.0083; number 25, C, carries -0.0015; number 26, H, carries 0.0887; number 27, H, carries 0.1036; number 28, H, carries 0.0868; number 29, H, carries 0.0845; number 30, H, carries 0.0967; number 31, H, carries 0.1017; number 32, H, carries 0.1057; number 33, H, carries 0.0344; number 34, C, carries -0.1103; number 35, H, carries 0.0860; number 36, H, carries 0.1085; number 37, H, carries 0.0884; number 38, O, carries -0.1413; number 39, H, carries 0.0251; number 40, H, carries 0.1011; number 41, N, carries 0.0942; number 42, C, carries -0.0475; number 43, C, carries -0.0730; number 44, N, carries -0.1304; number 45, C, carries -0.1162; number 46, H, carries 0.1649; number 47, H, carries 0.1201; number 48, H, carries 0.1156; number 49, H, carries 0.1405

***

[2]
This record from the OMol25 dataset describes a 2-piece molecular cluster, C8H16P2 overall in a non-equilibrium geometry. The level of theory is ωB97M-V/def2-TZVPD.

The geometry in XYZ format:
```
26
Properties=species:S:1:pos:R:3
C 0.67274 -0.27504 -0.48978
C -0.40518 0.02436 0.02622
C 3.01489 0.67978 1.85402
C -2.99377 -2.08561 -0.83175
C 2.76693 -1.74062 -1.52063
C -0.58602 2.19289 -2.47155
C 3.27969 -0.36137 0.77113
C -2.78512 -0.59771 -1.21969
P 2.36377 -0.03490 -0.89217
P -2.07454 0.31277 0.37888
H 3.79277 0.77580 2.59223
H 2.94928 1.65330 1.25413
H 2.00791 0.53880 2.42302
H -3.97281 -2.07433 -0.25633
H -3.24445 -2.74270 -1.66178
H -2.02056 -2.39130 -0.41037
H 3.70849 -1.79742 -2.13664
H 1.88142 -1.94920 -2.25251
H 2.59436 -2.47461 -0.63362
H -1.18683 1.73537 -1.63798
H -1.02532 2.57046 -3.34332
H 0.48975 2.31360 -2.45332
H 3.07031 -1.41108 0.81369
H 4.34934 -0.28632 0.39259
H -3.67456 -0.10751 -1.39376
H -1.95913 -0.41337 -1.89852
```

Relative energy (zero: lowest compared OMol25 entry of this formula, charge and spin), eV: 4.3984
Total energy, eV: -27126.7866
Frontier orbital gap (alpha / beta), eV: 7.320 / 7.833

Formally, the Löwdin partial charges of the atoms, in units of the elementary charge, are as follows: number 1, C, carries -0.3429; number 2, C, carries -0.4940; number 3, C, carries -0.1777; number 4, C, carries -0.1833; number 5, C, carries -0.3431; number 6, C, carries 0.0848; number 7, C, carries -0.4304; number 8, C, carries -0.4431; number 9, P, carries 0.8431; number 10, P, carries 0.8813; number 11, H, carries 0.0442; number 12, H, carries 0.0767; number 13, H, carries 0.0966; number 14, H, carries 0.0847; number 15, H, carries 0.0529; number 16, H, carries 0.0577; number 17, H, carries 0.0424; number 18, H, carries 0.0537; number 19, H, carries 0.0598; number 20, H, carries -0.0566; number 21, H, carries -0.0430; number 22, H, carries -0.0244; number 23, H, carries 0.0201; number 24, H, carries 0.0896; number 25, H, carries 0.0146; number 26, H, carries 0.0359

***

[3]
This record from the OMol25 dataset describes a 2-piece molecular cluster, CH3IO2 overall in a non-equilibrium geometry. The level of theory is ωB97M-V/def2-TZVPD.

The geometry in XYZ format:
```
7
Properties=species:S:1:pos:R:3
C -1.20582 -0.06394 0.08067
O -0.70837 -1.15517 0.05792
O 1.49179 1.39531 -0.23698
I 2.40263 -0.14972 -0.21602
H -1.51600 0.52504 0.97096
H -1.51966 0.37872 -0.85640
H 1.05543 -0.93025 0.19986
```

Relative energy (zero: lowest compared OMol25 entry of this formula, charge and spin), eV: 4.6263
Total energy, eV: -13276.6212
Frontier orbital gap, eV: 8.737

Formally, the Löwdin partial charges of the atoms, in units of the elementary charge, are as follows: number 1, C, carries -0.1437; number 2, O, carries -0.0892; number 3, O, carries -1.0442; number 4, I, carries 1.2838; number 5, H, carries 0.1005; number 6, H, carries 0.0829; number 7, H, carries -0.1903

***

Q: total energy of number 3 (CH3IO2)?
A: -13276.6212 eV

***

Q: Among the records above, which one has the lowest total energy?
A: C12H24N6O6Ru

***

Q: What is the relative energy (zero: lowest compared OMol25 entry of this formula, charge and spin) in the third record?
A: 4.6263 eV

***

Repeat the third record exactly.
This record from the OMol25 dataset describes a 2-piece molecular cluster, CH3IO2 overall in a non-equilibrium geometry. The level of theory is ωB97M-V/def2-TZVPD.

The geometry in XYZ format:
```
7
Properties=species:S:1:pos:R:3
C -1.20582 -0.06394 0.08067
O -0.70837 -1.15517 0.05792
O 1.49179 1.39531 -0.23698
I 2.40263 -0.14972 -0.21602
H -1.51600 0.52504 0.97096
H -1.51966 0.37872 -0.85640
H 1.05543 -0.93025 0.19986
```

Relative energy (zero: lowest compared OMol25 entry of this formula, charge and spin), eV: 4.6263
Total energy, eV: -13276.6212
Frontier orbital gap, eV: 8.737

Formally, the Löwdin partial charges of the atoms, in units of the elementary charge, are as follows: number 1, C, carries -0.1437; number 2, O, carries -0.0892; number 3, O, carries -1.0442; number 4, I, carries 1.2838; number 5, H, carries 0.1005; number 6, H, carries 0.0829; number 7, H, carries -0.1903